*i*
{
  "formula": "H16O8",
  "method": "ωB97M-V/def2-TZVPD",
  "multiplicity": 1,
  "homo_energy_ev": -10.403,
  "gap_ev": 10.22,
  "mol_weight_g_mol": 144.120,
  "lumo_ev": -0.179,
  "species": ["O", "H", "H", "O", "H", "H", "O", "H", "H", "O", "H", "H", "O", "H", "H", "O", "H", "H", "O", "H", "H", "O", "H", "H"],
  "positions_angstrom": [[23.34, 6.61, -3.24], [24.13, 6.38, -2.73], [23.19, 7.48, -2.91], [25.17, 5.18, 1.46], [24.86, 5.70, 2.19], [25.04, 5.78, 0.71], [27.97, 6.44, 0.66], [28.14, 5.74, 1.30], [27.70, 7.27, 1.08], [28.14, 2.35, -1.36], [28.51, 1.83, -2.03], [28.19, 3.28, -1.57], [26.82, 4.11, -4.17], [27.26, 3.44, -4.68], [27.52, 4.65, -3.86], [27.49, 5.32, -1.76], [26.56, 5.26, -1.71], [27.76, 5.80, -0.99], [25.00, 4.61, -1.23], [25.51, 4.50, -0.44], [25.01, 3.72, -1.61], [26.19, 7.29, -3.01], [26.84, 6.63, -2.69], [26.19, 7.85, -2.22]]
}

***

*ii*
{
  "formula": "H16O8",
  "method": "ωB97M-V/def2-TZVPD",
  "multiplicity": 1,
  "homo_energy_ev": -9.135,
  "gap_ev": 9.25,
  "mol_weight_g_mol": 144.120,
  "lumo_ev": 0.119,
  "species": ["H", "H", "H", "H", "H", "H", "H", "H", "H", "H", "H", "H", "H", "H", "H", "H", "O", "O", "O", "O", "O", "O", "O", "O"],
  "positions_angstrom": [[-1.04, 0.33, 0.82], [-1.40, 1.44, -0.04], [3.29, -0.30, 1.44], [3.86, -1.19, 2.51], [2.13, -2.83, 0.93], [1.73, -3.60, 2.19], [-1.06, 0.76, -4.22], [-0.89, 2.27, -4.09], [-3.23, 4.13, 0.27], [-2.13, 4.91, -0.44], [1.01, 0.43, -3.04], [0.48, 1.35, -1.98], [-3.35, -2.72, 3.85], [-2.04, -1.87, 3.66], [1.26, -0.90, -2.12], [1.92, -1.30, -0.76], [-1.82, 0.89, 0.70], [3.64, -1.15, 1.65], [2.44, -3.27, 1.73], [-1.17, 1.50, -3.59], [-2.43, 4.02, -0.22], [0.36, 0.45, -2.28], [-2.67, -2.30, 4.28], [1.11, -1.05, -1.24]]
}

***

*iii*
{
  "formula": "H16O8",
  "method": "ωB97M-V/def2-TZVPD",
  "multiplicity": 1,
  "homo_energy_ev": -10.541,
  "gap_ev": 10.25,
  "mol_weight_g_mol": 144.120,
  "lumo_ev": -0.293,
  "species": ["H", "H", "H", "H", "H", "H", "H", "H", "H", "H", "H", "H", "H", "H", "H", "H", "O", "O", "O", "O", "O", "O", "O", "O"],
  "positions_angstrom": [[1.13, -0.79, -1.32], [0.21, -0.39, -0.18], [0.29, -2.13, 3.30], [-1.12, -2.48, 2.85], [4.18, -2.45, -0.06], [2.71, -2.69, -0.36], [2.44, 2.88, -0.09], [1.73, 4.01, 0.64], [-2.21, -2.26, -0.27], [-3.55, -1.80, 0.27], [-1.40, -0.86, -1.97], [-1.75, 0.57, -1.60], [-0.50, 3.53, -2.14], [-1.79, 3.24, -1.38], [0.48, 1.21, 0.42], [-0.92, 1.31, 1.00], [0.21, -0.63, -1.11], [-0.37, -2.83, 3.35], [3.52, -3.14, -0.10], [2.52, 3.45, 0.69], [-2.66, -2.06, 0.55], [-1.92, -0.34, -1.34], [-0.99, 2.82, -1.70], [-0.26, 1.82, 0.52]]
}

***

The least stable of them is *ii*.

***

*i*
{
  "formula": "C2H6N2O3",
  "method": "ωB97M-V/def2-TZVPD",
  "multiplicity": 1,
  "homo_energy_ev": -10.663,
  "gap_ev": 10.13,
  "mol_weight_g_mol": 106.081,
  "lumo_ev": -0.535,
  "species": ["C", "C", "N", "N", "O", "O", "O", "H", "H", "H", "H", "H", "H"],
  "positions_angstrom": [[1.35, -0.42, 0.60], [0.55, -0.32, -0.66], [-0.69, 0.33, -0.52], [-1.71, -0.34, 0.11], [-1.44, -1.50, 0.24], [-2.72, 0.25, 0.39], [-0.35, 1.89, 0.03], [1.26, 0.56, 1.14], [1.07, -1.06, 1.35], [2.37, -0.65, 0.39], [1.07, 0.26, -1.61], [0.40, -1.29, -1.10], [-1.16, 2.28, -0.37]]
}

***

*ii*
{
  "formula": "C2H6N2O3",
  "method": "ωB97M-V/def2-TZVPD",
  "multiplicity": 1,
  "homo_energy_ev": -9.388,
  "gap_ev": 9.94,
  "mol_weight_g_mol": 106.081,
  "lumo_ev": 0.555,
  "species": ["C", "C", "N", "N", "O", "O", "O", "H", "H", "H", "H", "H", "H"],
  "positions_angstrom": [[0.01, -0.16, -0.67], [-1.18, -0.15, 0.30], [1.29, -0.14, 0.02], [-2.56, 0.65, -0.70], [-2.91, 0.00, -1.63], [-2.81, 1.76, -0.35], [-1.01, 0.73, 1.25], [-0.14, -1.03, -1.34], [-0.07, 0.64, -1.40], [-1.63, -1.07, 0.54], [2.08, -0.55, -0.42], [1.19, -0.52, 1.07], [-0.14, 1.23, 1.11]]
}

***

The least stable of them is *i*.

***

*i*
{
  "formula": "C4H12N2O",
  "method": "ωB97M-V/def2-TZVPD",
  "multiplicity": 1,
  "homo_energy_ev": -8.876,
  "gap_ev": 9.89,
  "mol_weight_g_mol": 104.153,
  "lumo_ev": 1.018,
  "species": ["C", "N", "C", "C", "N", "C", "O", "H", "H", "H", "H", "H", "H", "H", "H", "H", "H", "H", "H"],
  "positions_angstrom": [[-1.66, 0.14, 0.81], [-2.92, 0.98, 0.52], [-0.53, 0.35, -0.25], [-0.35, -0.94, -1.02], [0.83, 0.53, 0.32], [2.00, 0.12, -0.30], [2.62, -1.14, -0.04], [-1.32, 0.42, 1.87], [-2.07, -0.86, 0.78], [-3.33, 0.74, -0.47], [-2.77, 2.02, 0.49], [-0.87, 1.32, -0.78], [0.39, -1.53, -0.43], [0.09, -0.88, -2.03], [-1.21, -1.58, -0.92], [0.88, 1.15, 1.10], [1.65, 0.01, -1.30], [2.77, 0.93, -0.16], [2.65, -1.23, 0.90]]
}

***

*ii*
{
  "formula": "C4H12N2O",
  "method": "ωB97M-V/def2-TZVPD",
  "multiplicity": 1,
  "homo_energy_ev": -8.678,
  "gap_ev": 9.56,
  "mol_weight_g_mol": 104.153,
  "lumo_ev": 0.882,
  "species": ["C", "C", "C", "O", "N", "C", "N", "H", "H", "H", "H", "H", "H", "H", "H", "H", "H", "H", "H"],
  "positions_angstrom": [[-0.05, -0.28, 1.61], [1.16, -0.25, 0.55], [1.35, 1.19, 0.02], [1.29, 1.34, -1.41], [-1.30, -0.52, 0.94], [-1.58, -0.05, -0.46], [-0.69, -0.42, -1.61], [0.10, -1.19, 2.25], [-0.14, 0.59, 2.14], [1.09, -0.96, -0.20], [1.96, -0.78, 1.17], [2.38, 1.44, 0.24], [0.60, 1.95, 0.59], [0.97, 0.37, -1.55], [-1.56, -1.52, 0.99], [-2.57, -0.40, -0.76], [-1.51, 1.02, -0.41], [-0.31, -1.32, -1.54], [-1.20, -0.22, -2.55]]
}

***

The least stable of them is *ii*.